No. 1
125
Properties=species:S:1:pos:R:3:forces:R:3 method="wB97M-V/def2-TZVPD" e_homo_ha=-0.327 multiplicity=1 orbital_gap_ev=6.8 energy_ha=-6361.17198 lumo_energy_ev=-2.0517
Hg -0.7907 -0.0946 4.0167 0.369 0.517 -2.307
C -0.3099 0.4003 1.2633 -1.820 -0.470 0.966
O 0.5516 -0.0507 2.1442 0.713 -0.223 -0.276
O -1.4805 0.6724 1.8186 0.299 0.119 -0.217
O -0.1049 0.4713 0.0239 0.383 0.712 0.954
O 4.3664 -2.3600 0.1801 0.283 1.099 0.319
S 4.6722 -0.9412 0.1630 -0.854 -0.182 -0.391
O 5.1652 -0.2644 1.3333 -0.021 -0.460 -0.232
O 5.7252 -0.6519 -0.9743 -0.005 -0.067 0.287
C 5.4280 -1.1489 -2.3016 0.535 0.214 -0.594
C 6.5613 -0.7753 -3.2158 0.687 0.340 -0.563
C 3.2441 -0.0642 -0.4462 -0.658 -0.481 0.840
H 4.5366 -0.6614 -2.6983 -0.217 -0.190 0.388
H 5.3433 -2.2345 -2.3014 -0.391 0.055 0.305
H 6.2051 -0.9348 -4.2372 0.170 -0.196 0.007
H 7.4823 -1.3395 -3.0588 -0.234 -0.285 0.067
H 6.8822 0.2683 -3.1907 -0.466 0.103 0.318
H 3.5186 0.9479 -0.7268 0.123 -0.111 -0.422
H 2.4554 0.0078 0.3141 0.435 -0.017 0.435
H 2.7351 -0.7029 -1.1645 0.497 0.321 -0.691
O -3.1663 -2.1211 -0.2818 -0.982 -0.798 -0.336
S -3.6014 -1.5820 -1.5455 2.398 2.436 0.703
O -3.5378 -2.3462 -2.7603 -0.961 -0.043 0.554
O -5.0176 -0.8629 -1.2672 0.411 -0.680 -0.610
C -5.6187 -0.3255 -2.4761 -0.268 -0.092 -0.863
C -6.8243 0.5238 -2.1512 -0.776 -0.476 -0.243
C -2.5310 -0.1107 -1.7160 -0.829 -0.844 -0.292
H -5.8260 -1.1501 -3.1598 -0.377 -0.231 0.387
H -4.9128 0.2633 -3.0686 0.289 0.182 0.495
H -6.5625 1.5703 -2.0315 -0.126 -0.088 0.274
H -7.4297 0.1344 -1.3298 0.534 0.100 0.433
H -7.5598 0.4151 -2.9536 0.344 0.294 -0.378
H -1.7266 -0.3865 -2.3911 0.046 -0.007 -0.004
H -2.1410 0.1251 -0.7270 -0.018 -0.326 -0.171
H -3.1103 0.7219 -2.1058 -0.051 -0.189 -0.168
O 3.4126 3.4776 -3.4136 -0.690 -0.813 -0.619
S 2.4444 2.6368 -4.0860 1.125 0.414 1.315
O 1.8930 3.1053 -5.3289 -0.134 -0.665 0.678
O 3.1814 1.2123 -4.2321 -0.260 0.702 -0.109
C 2.4464 0.0474 -4.6749 0.373 -0.544 -0.527
C 2.0395 0.0733 -6.1328 -0.465 -0.366 0.153
C 1.2085 2.2027 -2.8523 -0.597 0.145 -0.954
H 1.6047 -0.1809 -4.0231 -0.060 0.378 0.076
H 3.1448 -0.7774 -4.5355 0.048 0.116 0.208
H 1.3298 -0.7531 -6.2394 -0.120 0.154 -0.130
H 2.8512 -0.1550 -6.8208 0.195 0.337 0.110
H 1.5513 1.0105 -6.3875 0.000 -0.091 -0.186
H 0.4188 1.6251 -3.3344 0.041 -0.052 0.005
H 0.7573 3.1219 -2.4882 0.187 0.119 0.039
H 1.6378 1.6192 -2.0473 0.235 0.081 0.024
O 0.4820 1.8503 4.4378 0.591 0.337 0.217
S 1.2517 2.9772 3.9433 0.618 0.937 -0.670
O 0.6305 4.2614 3.9746 0.183 -0.338 0.050
O 2.6120 3.1422 4.7876 -1.066 -0.229 -0.535
C 3.3566 1.9491 5.0643 0.180 -1.374 0.749
C 4.6489 2.3770 5.7219 0.108 1.460 -1.164
C 1.9110 2.6835 2.2659 -0.647 0.109 1.448
H 3.5924 1.3643 4.1681 -0.068 0.425 -0.276
H 2.7417 1.2696 5.6583 0.013 0.251 0.218
H 5.4110 1.6088 5.7963 -0.254 -0.254 0.287
H 4.5338 2.9954 6.6102 -0.225 -0.581 0.372
H 5.0343 3.1137 5.0020 0.358 -0.170 0.068
H 1.0748 2.9148 1.6116 0.002 -0.297 -0.158
H 2.2188 1.6433 2.2441 -0.013 0.011 -0.381
H 2.7101 3.4059 2.1339 0.083 -0.034 0.027
O 2.3889 -3.1646 5.1295 -0.349 0.797 0.019
S 2.4111 -1.8052 4.6597 1.722 -1.630 -1.806
O 1.3345 -0.9092 4.9817 -0.174 0.463 0.993
O 3.7975 -1.1506 5.0869 -1.420 -0.086 0.075
C 5.0379 -1.7065 4.5132 0.282 0.996 0.519
C 5.9445 -1.9928 5.6865 0.855 -0.559 -0.979
C 2.5730 -1.7831 2.8865 -0.405 -1.213 0.344
H 5.3487 -0.8890 3.8611 0.444 -0.193 0.049
H 4.9312 -2.5862 3.8837 -0.599 -0.108 0.242
H 6.8762 -2.3806 5.2551 -0.022 -0.017 0.060
H 5.5370 -2.8108 6.2759 -0.117 0.255 0.299
H 6.2500 -1.1258 6.2647 -0.469 0.078 0.170
H 1.5981 -2.0920 2.5079 -0.076 0.619 -0.014
H 3.2177 -2.5898 2.5450 0.470 0.217 0.275
H 2.8964 -0.8031 2.5604 -0.190 -0.008 -0.077
O 2.1287 -2.3790 -2.6860 -0.550 -0.406 0.008
S 0.7434 -2.5929 -2.3551 -0.775 -0.728 0.085
O -0.2741 -1.9235 -3.1461 0.828 -0.288 0.596
O 0.4348 -4.1914 -2.4194 0.874 1.926 0.074
C -0.9541 -4.5301 -2.2902 -0.776 -0.920 -0.425
C -1.4102 -5.0292 -3.6416 0.047 -0.482 -1.166
C 0.5240 -2.2924 -0.6167 -0.072 -0.423 -0.612
H -1.6434 -3.7428 -1.9912 0.554 0.488 0.131
H -0.9814 -5.2781 -1.4917 -0.056 -0.150 -0.321
H -0.6448 -5.6289 -4.1443 0.037 -0.350 0.535
H -1.5525 -4.2488 -4.3948 -0.156 0.471 0.579
H -2.3349 -5.6085 -3.6341 0.031 0.037 0.330
H 0.3214 -1.2238 -0.5119 0.241 0.000 0.270
H 1.4306 -2.6596 -0.1382 0.101 0.239 0.016
H -0.3209 -2.8753 -0.2526 -0.153 0.112 -0.148
O -4.1764 4.2358 0.5284 -0.547 -0.032 -0.313
S -3.8898 3.7444 -0.7848 2.265 -0.451 0.170
O -4.8667 3.0240 -1.5560 -0.023 0.394 0.120
O -3.2694 4.9589 -1.6627 -0.117 -0.783 0.311
C -4.1719 5.8191 -2.3379 -1.540 1.298 -0.657
C -3.5946 6.3592 -3.6436 0.320 -1.889 -0.259
C -2.3787 2.7388 -0.6575 -1.025 -0.139 -0.473
H -4.4770 6.6892 -1.7485 0.475 -0.290 0.625
H -5.1186 5.3164 -2.5523 0.189 -0.332 0.078
H -2.5123 6.2141 -3.6254 0.070 0.868 0.130
H -3.9639 7.3480 -3.8856 0.334 0.190 0.124
H -3.8772 5.6782 -4.4535 -0.204 0.190 -0.060
H -2.0901 2.3478 -1.6326 0.230 0.857 -0.142
H -2.6288 1.8004 -0.1589 -0.189 0.688 0.704
H -1.6050 3.2776 -0.1282 0.021 0.099 -0.013
O -5.5152 -0.5519 4.5801 0.402 0.719 0.374
S -4.4026 -0.7435 3.7107 -1.568 -1.698 -1.683
O -3.0614 -0.5502 4.1555 1.136 -0.172 1.057
O -4.5145 -2.2977 3.2384 1.026 1.374 0.171
C -5.8579 -2.7467 3.0092 -0.066 -2.398 -0.256
C -5.7725 -4.1713 2.3870 1.315 0.891 0.683
C -4.6457 0.0874 2.1602 -0.538 0.788 0.626
H -6.4139 -2.0924 2.3437 -0.117 0.359 0.436
H -6.2555 -3.0082 3.9863 -0.766 1.226 -0.002
H -5.4725 -4.7952 3.2300 -0.256 -0.434 -0.231
H -4.9327 -4.2199 1.6923 -0.346 0.017 -0.403
H -6.7145 -4.4931 1.9584 -0.025 0.002 -0.038
H -3.9076 0.8477 1.9082 0.524 -0.457 0.290
H -5.5713 0.6375 2.3362 -0.237 -0.305 -0.428
H -4.7031 -0.6957 1.4187 -0.078 0.078 -0.367


No. 2
113
Properties=species:S:1:pos:R:3:forces:R:3 method="wB97M-V/def2-TZVPD" e_homo_ha="-0.437 / -0.472" multiplicity=5 orbital_gap_ev="9.8 / 9.2" energy_ha=-4295.63892 total_charge=+1 s_squared=6.0059 lumo_energy_ev="-2.0901 / -3.6063"
Pt -0.6565 -0.3726 1.5725 0.247 -0.288 0.755
Ni 1.7719 2.8768 -0.0398 -0.550 0.528 -0.787
B -2.4915 -3.0866 2.5714 -0.288 0.419 0.781
F -3.8172 -3.0022 2.1914 -0.156 -0.446 -0.333
F -2.3786 -2.3275 3.7623 0.470 0.017 0.225
F -1.9869 -4.3505 2.6605 -0.071 -0.067 0.122
F -1.6938 -2.3809 1.5888 0.329 0.138 -0.559
B 0.0632 4.9581 0.1112 -0.853 -0.984 -0.956
F 0.1928 6.1175 -0.5352 0.477 0.838 0.242
F 1.2136 4.5466 0.9100 -0.083 0.570 0.567
F -1.1494 4.7566 0.7044 0.584 -0.029 0.412
F 0.2163 3.8983 -0.9490 -0.028 -0.779 0.025
O 2.2743 0.8241 2.9806 1.434 1.543 -1.748
C 1.9709 1.4620 1.8414 0.922 -0.138 1.962
O 0.7958 1.5198 1.3439 0.115 -0.112 -0.047
O 2.9390 2.0696 1.3081 -0.427 -0.378 -0.390
H 1.5631 0.4799 3.4845 -1.692 -0.776 0.456
C -1.7385 -5.3542 -1.5529 1.802 -0.172 0.059
C -0.9476 -4.3161 -2.4265 -3.085 -0.794 -0.462
C -1.5302 -4.3112 -3.8916 0.449 -1.200 1.925
O -1.1101 -2.9990 -1.8534 -1.484 0.087 0.248
H -1.5601 -5.1219 -0.5072 0.051 0.014 0.252
H -1.4060 -6.4038 -1.6934 0.051 0.668 -0.169
H -2.7980 -5.3793 -1.6929 -0.780 0.423 -0.458
H 0.0795 -4.5196 -2.4353 1.526 -0.303 0.186
H -1.6932 -5.3707 -4.2302 0.427 1.022 0.124
H -0.8144 -3.7709 -4.5145 -0.743 0.129 -0.317
H -2.5285 -3.9014 -3.7044 0.177 0.417 -0.898
H -2.0838 -2.9061 -1.6266 1.336 0.051 -0.225
C -2.9985 1.2136 4.7765 -1.930 0.181 2.793
C -1.8471 1.4391 3.9045 1.756 1.707 0.698
C -0.8222 2.3847 4.5626 0.887 -0.615 0.264
O -1.0985 0.2198 3.7037 -0.990 -1.101 -0.566
H -3.9373 0.9667 4.2922 0.090 -0.522 -0.365
H -3.2870 2.1223 5.3653 0.538 -0.371 -0.668
H -2.8108 0.4879 5.6129 0.030 0.290 -0.901
H -2.1858 1.8752 2.9803 0.096 -0.150 -0.729
H -0.4893 1.9221 5.5306 -0.405 0.542 -0.711
H -1.1677 3.4006 4.7244 -0.384 -0.038 0.116
H 0.0912 2.4969 3.9478 -0.444 -0.211 0.068
H -1.6865 -0.5104 4.0260 0.610 0.127 -0.388
C 1.3812 -3.9306 2.8531 -0.536 -1.588 1.942
C 1.0693 -2.7308 3.6728 -3.664 0.808 -0.447
C 1.8486 -2.6818 4.8987 0.838 1.464 2.920
O 1.1262 -1.4438 2.8970 2.157 -1.252 -0.909
H 1.0207 -3.8339 1.8790 -0.498 0.073 -1.733
H 0.7882 -4.8153 3.3267 1.352 1.362 -0.804
H 2.4634 -4.0859 2.9011 -0.164 -0.409 -0.300
H -0.0156 -2.6387 3.8858 0.530 -0.811 0.228
H 2.8627 -2.9964 4.7565 0.810 0.066 -0.255
H 1.5370 -3.2576 5.7998 -0.501 -0.106 -1.094
H 1.8458 -1.6512 5.3186 0.197 -0.441 -0.383
H 1.9400 -1.5750 2.3418 -0.921 0.635 0.538
C 1.9171 -1.6267 -1.7210 0.161 -0.686 0.597
C 1.1003 -0.4870 -1.1456 0.261 -0.684 0.386
C 0.5248 0.4719 -2.2019 0.676 -0.942 -0.520
O 0.0712 -1.0821 -0.3283 -0.536 0.099 -0.194
H 1.3631 -2.2724 -2.4147 0.056 0.452 0.018
H 2.3488 -2.2941 -0.9501 -0.550 0.361 -0.024
H 2.7843 -1.2114 -2.1747 0.679 0.346 -0.915
H 1.6773 -0.0142 -0.3325 0.227 0.385 -0.868
H -0.2114 -0.0875 -2.8287 0.388 0.472 0.587
H 1.3045 0.8239 -2.9294 -0.514 -0.158 0.918
H 0.0564 1.2967 -1.6839 -0.290 0.422 -0.224
H -0.4123 -1.7821 -0.8162 -0.073 -0.358 -0.146
C -5.3512 -2.2685 -2.2351 0.149 -0.208 -1.147
C -5.2140 -2.0357 -0.7901 0.612 2.249 1.268
C -6.0029 -2.9136 0.1467 -1.198 0.619 0.073
O -3.7609 -2.1133 -0.3564 -1.845 0.192 -1.254
H -4.5198 -1.7528 -2.7327 -0.291 -0.174 -0.203
H -6.2985 -1.8618 -2.6018 0.141 0.023 0.044
H -5.3447 -3.3210 -2.4962 0.209 -0.285 -0.088
H -5.5173 -0.9286 -0.6515 0.463 -1.575 0.243
H -5.7040 -3.9550 0.1602 0.299 -0.195 -0.142
H -7.0793 -2.8922 -0.0893 0.365 0.000 -0.204
H -5.9353 -2.5015 1.1466 0.149 -0.168 0.256
H -3.8713 -2.8532 0.2360 0.877 -0.350 0.903
C -2.8304 0.7484 -1.4364 -1.346 0.767 -0.155
C -2.8939 1.3128 -0.0360 -0.866 0.290 1.200
C -4.2358 1.9501 0.4285 0.435 -0.303 -0.524
O -2.6671 0.2258 0.8721 -0.170 -0.796 0.519
H -3.6408 0.0072 -1.6221 0.389 0.710 0.238
H -1.9140 0.2201 -1.5376 0.738 -0.262 -0.318
H -2.9249 1.5712 -2.1602 0.172 -0.385 0.011
H -2.0638 1.9475 0.2540 0.127 0.670 -0.677
H -5.0631 1.3361 0.0217 0.223 0.378 0.436
H -4.3358 2.9691 0.0723 -0.056 0.124 -0.365
H -4.2831 2.0310 1.5298 0.067 -0.373 -0.529
H -3.2392 -0.5139 0.5805 0.285 -0.584 0.137
C 3.5611 5.6734 -1.8000 -0.139 0.520 0.689
C 2.6993 4.6049 -2.3828 2.288 -1.154 -3.009
C 3.1358 4.1759 -3.8444 0.012 1.055 1.110
O 2.8572 3.3657 -1.6402 -0.302 -0.768 0.890
H 4.4727 5.9400 -2.3182 0.234 -0.454 -0.290
H 3.7932 5.3998 -0.7777 0.226 0.079 0.276
H 2.9892 6.5751 -1.7357 -0.364 0.712 0.093
H 1.6832 4.8781 -2.4745 -1.123 -0.061 0.728
H 2.4939 3.3597 -4.1232 -0.181 -0.420 -0.336
H 4.1824 3.8363 -3.7720 -0.303 0.191 -0.350
H 3.0150 4.9965 -4.5819 0.245 -0.445 0.532
H 3.7785 2.9943 -1.7015 -0.211 0.604 0.053
C 5.6518 0.7823 -2.8188 -0.062 0.185 1.601
C 6.5104 1.8176 -2.0563 -0.870 -1.480 1.207
C 7.4033 2.5805 -2.9447 0.278 1.778 -0.808
O 5.6199 2.6555 -1.3282 -1.904 1.475 0.757
H 4.8309 1.2457 -3.3406 -0.363 0.552 -0.151
H 5.1939 0.0895 -2.0492 0.728 0.292 -1.200
H 6.2680 0.3578 -3.5956 0.116 -0.849 0.074
H 7.0572 1.2835 -1.2711 0.418 -0.101 -0.439
H 6.9127 2.9572 -3.8694 -0.066 -0.194 0.641
H 8.1947 1.9494 -3.2998 0.620 -0.283 -0.017
H 7.8124 3.4671 -2.4203 0.001 -0.572 -0.290
H 5.7260 2.8587 -0.3657 0.695 -0.776 -1.407